{"formula": "C19H56N10O7", "method": "ωB97M-V/def2-TZVPD", "e_homo_ev": -9.053, "gap_ev": 9.5, "de_lowest_kj_mol": 10.0, "smiles": "COC[C@H](C)N.COC[C@H](C)N.COC[C@H](C)N.COC[C@H](C)N.NC(N)=O.NC(N)=O.NC(N)=O", "elements": ["C", "O", "C", "C", "C", "N", "H", "H", "H", "H", "H", "H", "H", "H", "H", "H", "H", "C", "O", "C", "C", "C", "N", "H", "H", "H", "H", "H", "H", "H", "H", "H", "H", "H", "C", "O", "C", "C", "C", "N", "H", "H", "H", "H", "H", "H", "H", "H", "H", "H", "H", "C", "O", "C", "C", "C", "N", "H", "H", "H", "H", "H", "H", "H", "H", "H", "H", "H", "N", "C", "N", "O", "H", "H", "H", "H", "N", "C", "N", "O", "H", "H", "H", "H", "N", "C", "N", "O", "H", "H", "H", "H"], "xyz": [[27.63, 8.87, 0.33], [27.59, 9.02, -1.07], [26.78, 8.00, -1.65], [26.79, 8.16, -3.18], [26.43, 6.83, -3.82], [28.08, 8.59, -3.75], [26.70, 9.20, 0.79], [28.42, 9.49, 0.76], [27.86, 7.84, 0.63], [27.17, 7.03, -1.31], [25.75, 8.08, -1.30], [26.04, 8.93, -3.35], [25.46, 6.46, -3.46], [27.14, 6.05, -3.57], [26.35, 6.96, -4.90], [28.84, 8.16, -3.24], [28.20, 9.57, -3.53], [22.15, 6.93, -4.06], [22.26, 5.89, -3.11], [21.12, 5.85, -2.26], [21.04, 4.56, -1.47], [20.58, 3.33, -2.24], [20.25, 4.80, -0.23], [22.07, 7.91, -3.57], [21.26, 6.81, -4.69], [23.04, 6.91, -4.68], [21.15, 6.69, -1.57], [20.22, 5.89, -2.88], [22.03, 4.32, -1.06], [20.71, 3.37, -3.33], [19.51, 3.12, -2.08], [21.12, 2.46, -1.88], [20.26, 3.90, 0.25], [19.28, 4.96, -0.50], [28.38, 3.66, -1.63], [27.69, 3.99, -0.44], [28.48, 4.58, 0.56], [27.75, 4.68, 1.89], [26.41, 5.39, 1.78], [28.57, 5.40, 2.88], [27.79, 2.92, -2.16], [29.35, 3.20, -1.45], [28.52, 4.56, -2.24], [29.42, 4.03, 0.73], [28.80, 5.58, 0.23], [27.62, 3.68, 2.31], [25.78, 4.83, 1.07], [26.53, 6.36, 1.29], [25.87, 5.47, 2.71], [28.42, 6.40, 2.81], [29.56, 5.22, 2.72], [24.91, 4.01, -7.06], [24.62, 3.68, -8.42], [24.68, 4.79, -9.29], [24.37, 4.33, -10.73], [23.04, 3.59, -10.83], [25.44, 3.55, -11.33], [25.94, 4.38, -7.02], [24.85, 3.09, -6.48], [24.20, 4.74, -6.65], [23.97, 5.58, -8.99], [25.70, 5.18, -9.27], [24.22, 5.28, -11.26], [23.10, 2.62, -11.33], [22.27, 4.15, -11.37], [22.62, 3.42, -9.84], [25.30, 2.57, -11.11], [26.35, 3.79, -10.96], [20.87, 0.62, -6.50], [21.90, 1.53, -6.52], [22.58, 1.62, -7.69], [22.17, 2.25, -5.57], [20.39, 0.38, -5.66], [20.62, 0.19, -7.37], [22.39, 1.02, -8.47], [23.20, 2.42, -7.76], [24.59, -1.21, -2.48], [23.35, -0.97, -3.00], [23.06, 0.35, -3.19], [22.56, -1.87, -3.27], [25.24, -0.44, -2.46], [24.95, -2.14, -2.44], [23.80, 1.00, -2.97], [22.34, 0.59, -3.85], [25.08, 4.06, -1.75], [24.85, 3.12, -2.71], [23.88, 3.46, -3.59], [25.47, 2.05, -2.76], [25.91, 4.06, -1.16], [24.46, 4.84, -1.69], [23.58, 2.81, -4.30], [23.48, 4.39, -3.57]]}